# 1
{
  "formula": "C42H39B2F4N7PdS",
  "method": "ωB97M-V/def2-TZVPD",
  "homo_ev": [-8.07, -8.08],
  "relative_energy_kj_mol": 0.0,
  "spin_multiplicity": 3,
  "orbital_gap_ev": [8.08, 6.03],
  "max_force_ev_per_a": 3.5,
  "e_tot_ev": -81158.9085,
  "species": ["Pd", "C", "C", "C", "C", "N", "N", "B", "N", "N", "C", "C", "C", "C", "C", "C", "C", "C", "C", "C", "N", "N", "C", "C", "C", "C", "C", "C", "C", "C", "C", "C", "C", "C", "C", "C", "C", "C", "H", "H", "H", "H", "H", "H", "H", "H", "H", "H", "H", "H", "H", "H", "H", "H", "H", "H", "H", "H", "H", "H", "H", "H", "H", "H", "H", "H", "N", "S", "C", "C", "C", "C", "C", "C", "C", "C", "C", "C", "C", "C", "H", "H", "H", "H", "H", "H", "H", "H", "H", "H", "H", "F", "B", "F", "F", "F"],
  "xyz": [[-0.08738, 0.01307, 1.31271], [1.84638, -4.86418, 2.26989], [1.78003, -3.39794, 2.35871], [2.81962, -2.49314, 2.67926], [2.29286, -1.22892, 2.47011], [0.90955, -1.35949, 2.42431], [0.63987, -2.70644, 2.22996], [-0.69400, -3.31163, 1.59616], [-1.84308, -2.23540, 1.86124], [-1.56866, -0.91728, 2.27957], [-2.79224, -0.26525, 2.41287], [-3.81037, -1.26625, 2.35906], [-3.15487, -2.47128, 1.96322], [-3.75456, -3.82819, 1.71611], [-2.73143, 1.19362, 2.57479], [-3.72788, 2.07869, 2.06831], [-3.48000, 3.44593, 2.29022], [-2.29320, 3.84656, 2.89687], [-1.51386, 2.92233, 3.61960], [-1.63476, 1.57269, 3.34990], [-0.39127, -3.58446, 0.09136], [0.56294, -2.71568, -0.41108], [0.82892, -3.09012, -1.66581], [-0.02469, -4.19065, -2.02540], [-0.81565, -4.48126, -0.90874], [-1.86518, -5.44770, -0.48405], [1.67555, -2.27343, -2.60154], [2.64671, -1.27981, -2.30592], [3.27557, -0.58067, -3.32749], [2.88732, -0.76694, -4.64372], [1.98963, -1.77741, -4.93666], [1.30012, -2.46620, -3.92303], [2.94235, 0.05393, 2.47704], [2.28094, 1.15007, 3.08748], [2.64933, 2.43397, 2.73171], [3.87265, 2.72320, 2.11280], [4.64815, 1.62982, 1.71421], [4.18099, 0.30472, 1.85497], [2.78335, -5.24133, 2.61474], [1.70697, -5.23377, 1.24175], [0.95781, -5.28386, 2.80445], [3.89154, -2.67438, 2.80691], [-1.06915, -4.33362, 2.12643], [-4.85821, -1.02122, 2.42230], [-4.78351, -3.76572, 2.20783], [-3.17161, -4.65321, 2.11336], [-3.90543, -3.84956, 0.58769], [-4.59454, 1.61525, 1.54035], [-4.19261, 4.17432, 1.97975], [-2.17441, 4.89631, 3.08058], [-0.75733, 3.27061, 4.34496], [-0.98564, 0.78359, 3.79179], [0.02264, -4.71271, -3.00423], [-1.97551, -6.29857, -1.14109], [-2.88156, -4.93515, -0.56305], [-1.72858, -5.90589, 0.50597], [2.94939, -1.07766, -1.28352], [4.05761, 0.07744, -3.13785], [3.28069, -0.08168, -5.44766], [1.68523, -1.92297, -5.92793], [0.56342, -3.23272, -4.21458], [1.42655, 1.00466, 3.77898], [2.05795, 3.22537, 3.11394], [4.25280, 3.75478, 1.95803], [5.61224, 1.81871, 1.17275], [4.80918, -0.47080, 1.53389], [0.94318, 1.38095, 0.10421], [0.02095, 2.70102, -0.27752], [1.22976, 3.98676, -0.88457], [2.10371, 3.73538, -1.93084], [2.96248, 4.79541, -2.31963], [2.83212, 6.06306, -1.66858], [2.00132, 6.21540, -0.56862], [1.09953, 5.19752, -0.22880], [-0.89467, 2.30652, -1.76451], [-0.63231, 1.24501, -2.65747], [-1.56358, 0.99831, -3.66031], [-2.62262, 1.86247, -3.93719], [-2.83749, 2.93257, -3.07055], [-1.96753, 3.17061, -1.99391], [1.23509, 0.86166, -0.75071], [2.11883, 2.75902, -2.41406], [3.73449, 4.65129, -3.09333], [3.45241, 6.90048, -2.02848], [1.95516, 7.15607, -0.03690], [0.26542, 5.26442, 0.40954], [0.18399, 0.54747, -2.40092], [-1.44341, 0.12671, -4.26315], [-3.26827, 1.71196, -4.80106], [-3.68013, 3.63691, -3.22782], [-1.97267, 4.05689, -1.32595], [-2.22906, -0.80275, -1.16259], [-3.62087, -0.86459, -1.16978], [-4.21638, -0.12105, -0.16130], [-3.91371, -2.26690, -0.86654], [-4.10142, -0.50368, -2.42422]],
  "lowdin_charge": [1.110, -0.012, -0.274, 0.044, -0.242, -0.031, 0.034, -0.447, 0.057, -0.079, -0.209, 0.055, -0.258, -0.018, -0.185, 0.017, -0.075, -0.099, -0.085, -0.094, 0.029, 0.118, -0.236, 0.015, -0.218, -0.031, -0.149, -0.041, -0.108, -0.102, -0.078, -0.035, -0.191, -0.063, -0.107, -0.083, -0.080, -0.018, 0.074, 0.095, 0.097, 0.121, 0.102, 0.115, 0.109, 0.059, 0.078, 0.129, 0.094, 0.092, 0.111, 0.111, 0.107, 0.070, 0.090, 0.079, 0.100, 0.078, 0.120, 0.082, 0.107, 0.112, 0.087, 0.113, 0.115, 0.093, -0.408, 1.060, -0.361, -0.059, -0.043, -0.072, -0.073, -0.090, -0.406, -0.056, -0.060, -0.053, -0.060, -0.092, -0.004, 0.109, 0.110, 0.111, 0.105, 0.083, 0.099, 0.110, 0.117, 0.117, 0.110, 0.105, -1.254, 0.123, 0.035, 0.122]
}

=====

# 2
{
  "formula": "CHN4O2",
  "method": "ωB97M-V/def2-TZVPD",
  "homo_ev": -3.25,
  "relative_energy_kj_mol": 691.3,
  "orbital_gap_ev": 6.37,
  "total_charge": -1,
  "max_force_ev_per_a": 5.1,
  "e_tot_ev": -11102.5848,
  "species": ["C", "N", "N", "N", "N", "O", "O", "H"],
  "xyz": [[-0.16548, 0.05472, -0.21597], [1.01095, -1.98741, -0.31336], [0.25373, -1.99542, 0.57165], [0.66083, -0.02445, -1.12624], [1.33871, -1.26132, -1.21835], [-1.39352, 2.22764, 0.46210], [-0.80315, 0.46700, 0.69743], [-0.90207, 2.51924, 1.14273]],
  "lowdin_charge": [-0.410, -0.282, 0.130, 0.028, -0.114, -0.263, 0.046, -0.136]
}

=====

# 3
{
  "formula": "C4H5Br6CaO2",
  "method": "ωB97M-V/def2-TZVPD",
  "homo_ev": -12.32,
  "relative_energy_kj_mol": 39.5,
  "orbital_gap_ev": 6.86,
  "total_charge": 1,
  "max_force_ev_per_a": 6.1,
  "e_tot_ev": -447011.5599,
  "species": ["Ca", "C", "C", "O", "O", "H", "H", "H", "C", "Br", "Br", "Br", "H", "C", "Br", "Br", "Br", "H"],
  "xyz": [[2.04380, 1.15784, -3.78755], [0.73782, -1.39747, -0.65005], [1.29858, -0.36553, -1.67211], [2.42487, -0.40299, -2.09550], [0.59823, 0.52998, -2.11616], [1.37449, -2.28151, -0.68507], [0.81719, -0.97785, 0.35281], [-0.27527, -1.74016, -0.86051], [-0.06020, 3.69902, -0.50216], [0.73264, 4.27847, -2.27560], [-1.27477, 5.03625, 0.32165], [1.27892, 3.12180, 0.86231], [-0.67578, 2.82587, -0.71846], [-1.75333, -2.79386, 2.85359], [-1.02469, -0.88888, 2.96522], [-1.23503, -3.63996, 1.11825], [-3.74106, -2.90493, 3.17708], [-1.26640, -3.25609, 3.71227]],
  "lowdin_charge": [1.652, -0.012, -0.801, -0.112, -0.173, 0.081, 0.055, 0.043, -1.452, 0.496, 0.584, 0.547, -0.035, -1.409, 0.481, 0.561, 0.524, -0.030]
}

=====

# 4
{
  "formula": "C32H34F32O10",
  "method": "ωB97M-V/def2-TZVPD",
  "homo_ev": [-12.66, -12.65],
  "spin_multiplicity": 2,
  "orbital_gap_ev": [8.90, 3.99],
  "total_charge": 1,
  "max_force_ev_per_a": 5.2,
  "e_tot_ev": -141158.2749,
  "species": ["O", "C", "O", "C", "C", "C", "H", "H", "H", "H", "H", "H", "O", "C", "O", "C", "C", "C", "H", "H", "H", "H", "H", "H", "O", "C", "O", "C", "C", "C", "H", "H", "H", "H", "H", "H", "C", "C", "C", "F", "F", "F", "F", "O", "C", "C", "F", "F", "F", "F", "H", "H", "H", "H", "C", "C", "C", "F", "F", "F", "F", "O", "C", "C", "F", "F", "F", "F", "H", "H", "H", "H", "C", "C", "C", "F", "F", "F", "F", "O", "C", "C", "F", "F", "F", "F", "H", "H", "H", "H", "C", "C", "C", "F", "F", "F", "F", "O", "C", "C", "F", "F", "F", "F", "H", "H", "H", "H"],
  "xyz": [[1.58229, 3.98936, 3.64355], [1.62855, 4.36275, 2.46472], [2.74180, 4.75810, 1.83366], [2.50888, 5.15565, 0.48700], [1.03879, 4.86936, 0.25523], [0.46186, 4.72862, 1.62349], [3.24015, 4.66254, -0.15346], [2.62530, 6.23938, 0.49562], [0.92895, 3.99203, -0.38222], [0.51042, 5.60450, -0.35181], [-0.33068, 3.99154, 1.75276], [0.15321, 5.70210, 2.00451], [-0.45799, 1.66817, 0.63422], [-0.70666, 0.95464, -0.36866], [-0.99994, 1.53695, -1.45612], [-1.45826, 0.63341, -2.43385], [-0.98796, -0.70925, -1.89976], [-0.86287, -0.54818, -0.40422], [-0.94346, 0.75063, -3.38744], [-2.53051, 0.82892, -2.44635], [-0.17680, -1.16975, -2.46372], [-1.74926, -1.48844, -1.93686], [-0.05723, -1.05515, 0.12685], [-1.83136, -0.67248, 0.08022], [2.36684, -1.08579, -4.59960], [2.49554, 0.01868, -5.03050], [3.65635, 0.34367, -5.62365], [3.75501, 1.65704, -5.94786], [2.64537, 2.33703, -5.11567], [1.59720, 1.20489, -5.09729], [3.57931, 1.66412, -7.02358], [4.74570, 2.06966, -5.75710], [2.41045, 3.27009, -5.62785], [2.98362, 2.47782, -4.08909], [1.04390, 1.11695, -6.03230], [0.86932, 1.28806, -4.29022], [-1.16298, -5.83138, -0.94415], [-1.09699, -4.47645, -1.73351], [-0.80442, -4.70112, -3.24354], [-0.57710, -3.53720, -3.77730], [0.22079, -5.48277, -3.58311], [-2.22506, -3.88354, -1.38664], [-0.13247, -3.69822, -1.26334], [-1.07539, -5.58449, 0.46779], [0.21417, -5.91648, 1.08438], [0.02200, -5.94765, 2.66322], [1.01919, -6.57608, 3.18860], [-0.12819, -4.79672, 3.36702], [0.58759, -7.23842, 0.78286], [1.16375, -5.15292, 0.62764], [-0.41194, -6.51103, -1.34678], [-2.12326, -6.30204, -1.15498], [-1.63153, -5.18029, -3.76738], [-0.84958, -6.57671, 2.84415], [-0.54431, 1.52443, 4.32561], [0.01913, 0.11201, 4.23048], [1.49781, 0.05639, 3.85222], [1.63493, 0.63092, 2.61422], [2.40466, 0.70062, 4.68577], [-0.14296, -0.61263, 5.29725], [-0.64147, -0.49413, 3.20586], [-1.94711, 1.61564, 4.45892], [-2.72963, 1.78093, 3.31916], [-4.20023, 1.73160, 3.70530], [-5.07318, 2.08085, 2.71706], [-4.59695, 0.56299, 4.18201], [-2.43845, 3.02557, 2.85371], [-2.51073, 0.87916, 2.37057], [-0.16724, 2.05705, 3.45255], [-0.10134, 2.02219, 5.18822], [1.83973, -0.97820, 3.82366], [-4.45846, 2.28657, 4.60720], [4.39468, 1.57840, 0.37014], [3.70812, 1.34419, -1.00453], [3.23745, -0.10058, -1.23346], [4.31699, -0.93096, -1.21499], [2.35683, -0.55779, -0.32055], [2.66642, 2.15463, -1.05579], [4.53857, 1.70674, -1.91320], [5.83890, 1.31040, 0.39543], [6.54975, 1.59028, 1.59633], [8.01185, 1.30206, 1.24845], [8.87798, 1.56462, 2.23620], [8.28358, 0.03189, 0.77497], [6.41432, 2.88550, 1.89025], [6.10583, 0.83464, 2.54489], [3.90230, 0.90070, 1.06755], [4.27849, 2.59908, 0.73458], [2.76971, -0.28848, -2.19991], [8.36927, 1.87237, 0.39106], [-6.13430, -0.08139, 0.39181], [-6.64657, 0.35330, -0.98190], [-5.52173, 0.77748, -1.94784], [-4.86987, 1.79551, -1.36929], [-4.56205, -0.06486, -2.33388], [-7.43359, -0.54759, -1.57753], [-7.52968, 1.31496, -0.67829], [-5.78532, -1.48891, 0.30312], [-4.96887, -2.00547, 1.38018], [-4.74595, -3.47735, 1.10020], [-3.85681, -3.98308, 2.00072], [-5.84181, -4.22438, 1.19173], [-3.89013, -1.22376, 1.36157], [-5.57400, -1.66467, 2.48673], [-6.91782, -0.10238, 1.14928], [-5.29874, 0.52832, 0.73560], [-6.00893, 1.22499, -2.81413], [-4.36307, -3.66465, 0.09699]],
  "lowdin_charge": [0.094, -0.455, 0.038, -0.133, -0.158, -0.082, 0.120, 0.135, 0.089, 0.124, 0.100, 0.152, 0.378, -0.333, 0.149, -0.065, -0.097, 0.014, 0.128, 0.126, 0.128, 0.120, 0.148, 0.142, 0.127, -0.505, 0.041, -0.193, -0.109, -0.065, 0.135, 0.137, 0.121, 0.102, 0.141, 0.094, -0.049, -0.476, -0.357, 0.131, 0.124, 0.128, 0.136, 0.003, -0.432, -0.330, 0.146, 0.094, 0.097, 0.193, 0.137, 0.148, 0.175, 0.169, -0.045, -0.491, -0.233, 0.052, 0.079, 0.189, 0.100, 0.061, -0.518, -0.295, 0.095, 0.120, 0.137, 0.145, 0.112, 0.163, 0.175, 0.180, 0.001, -0.535, -0.276, 0.114, 0.087, 0.130, 0.198, 0.007, -0.570, -0.272, 0.112, 0.071, 0.169, 0.217, 0.127, 0.128, 0.151, 0.170, -0.034, -0.464, -0.308, 0.087, 0.108, 0.149, 0.139, -0.012, -0.522, -0.289, 0.094, 0.136, 0.132, 0.196, 0.152, 0.119, 0.175, 0.163]
}

=====

# 5
{
  "formula": "C3H6N5O3",
  "method": "ωB97M-V/def2-TZVPD",
  "smiles": "O=N/N=C\\NCNC(=O)[NH+]=O",
  "homo_ev": [-13.14, -14.14],
  "relative_energy_kj_mol": 504.6,
  "orbital_gap_ev": [6.58, 9.33],
  "total_charge": 1,
  "max_force_ev_per_a": 2.3,
  "e_tot_ev": -16788.2378,
  "species": ["O", "N", "N", "C", "N", "C", "N", "C", "O", "N", "O", "H", "H", "H", "H", "H", "H"],
  "xyz": [[-3.88149, 1.69684, 0.31590], [-3.09708, 1.05351, -0.25395], [-2.73458, -0.07421, -0.39967], [-1.82682, -0.88323, -0.85580], [-0.62493, -1.06639, -0.30357], [0.00577, -0.24828, 0.72247], [1.25675, 0.27389, 0.24313], [1.61286, 1.50935, -0.21347], [2.70196, 1.75391, -0.66319], [0.68370, 2.57179, -0.12646], [-0.52252, 2.50650, 0.19350], [-2.12166, -1.56326, -1.64860], [-0.08020, -1.84687, -0.65303], [-0.65949, 0.57299, 1.00128], [0.19695, -0.87807, 1.60112], [2.02767, -0.37833, 0.16065], [1.08640, 3.48803, -0.36214]],
  "lowdin_charge": [0.238, -0.027, 0.170, -0.035, 0.115, -0.140, 0.115, -0.490, 0.135, -0.011, -0.021, 0.167, 0.171, 0.114, 0.152, 0.162, 0.185]
}